Formula: C22H32N5O10
Source: the OMol25 dataset
Level of theory: the ωB97M-V functional and the def2-TZVPD basis

Last column: Löwdin charge in e.
Element x y z (Å)
C1 1.532 -0.937 1.022  -1.003
O1 1.316 -2.083 1.236  0.006
O2 2.833 -0.637 1.114  0.037
O3 0.719 -0.025 0.860  -0.043
H1 2.986 -1.422 1.714  0.127
C2 -3.422 -0.712 -1.420  -0.042
C3 -2.119 -1.023 -0.485  0.029
C4 -2.107 -2.226 0.413  0.084
C5 -3.479 -3.135 0.500  0.002
C6 -4.693 -2.712 -0.389  0.026
C7 -4.451 -1.585 -1.403  -0.128
N1 -3.741 -4.127 1.667  -0.337
O4 -4.928 -4.110 2.184  -0.004
O5 -2.858 -4.925 1.931  0.069
H2 -3.260 0.134 -1.863  -0.010
H3 -1.390 -0.212 -0.528  0.040
H4 -1.321 -2.380 0.905  -0.026
H5 -5.604 -3.401 -0.556  0.111
H6 -5.198 -1.351 -2.200  0.099
C8 0.255 2.118 5.235  -0.033
C9 0.191 1.110 4.031  -0.008
C10 -0.530 -0.200 4.188  0.054
C11 -1.520 -0.462 5.400  -0.068
C12 -1.375 0.486 6.551  0.000
C13 -0.484 1.785 6.510  -0.045
N2 -2.564 -1.549 5.269  -0.331
O6 -3.403 -1.731 6.194  0.031
O7 -2.304 -2.375 4.388  0.059
H7 0.921 2.839 5.265  0.004
H8 0.766 1.463 3.043  0.129
H9 -0.570 -0.657 3.291  0.024
H10 -1.913 0.386 7.552  0.100
H11 -0.489 2.426 7.400  0.068
C14 -3.261 3.564 -1.207  -0.361
O8 -4.231 3.796 -1.857  0.031
N3 -2.137 2.829 -1.582  -0.188
C15 -1.037 2.389 -0.796  -0.084
C16 -2.059 2.666 -3.068  -0.080
H12 -3.213 3.704 -0.129  0.128
H13 -1.375 1.870 0.111  0.089
H14 -0.479 3.173 -0.456  0.051
H15 -0.349 1.728 -1.391  0.110
H16 -2.464 3.599 -3.676  0.112
H17 -2.583 1.588 -3.508  0.137
H18 -1.021 2.568 -3.400  0.054
C17 4.691 1.675 -3.418  -0.368
O9 5.419 1.868 -4.363  0.001
N4 4.819 2.327 -2.232  -0.187
C18 3.728 2.121 -1.218  -0.070
C19 5.958 3.051 -1.659  -0.076
H19 3.624 1.170 -3.415  0.147
H20 4.187 2.103 -0.204  0.081
H21 3.075 1.206 -1.032  0.082
H22 2.984 2.969 -1.359  0.092
H23 5.680 4.060 -1.395  0.069
H24 6.833 3.124 -2.376  0.093
H25 6.441 2.456 -0.789  0.109
C20 2.554 -1.525 -2.228  -0.286
O10 3.613 -1.207 -2.745  0.001
N5 1.630 -2.344 -2.904  -0.128
C21 0.428 -2.768 -2.159  -0.069
C22 2.087 -3.213 -4.103  -0.008
H26 2.100 -1.034 -1.409  0.095
H27 0.081 -3.670 -2.296  0.006
H28 -0.444 -2.035 -2.295  0.080
H29 0.409 -2.619 -0.932  0.128
H30 2.172 -2.429 -4.965  0.115
H31 1.389 -3.906 -4.503  0.061
H32 2.985 -3.618 -4.067  0.013

## Properties
DFT total energy, hartree: -1883.143433
Gap between HOMO and LUMO, eV: 6.9
Total charge: -1